1.
This record from OMol25 describes a molecular structure, C50H47BrN8O3P2S3Sc in a non-equilibrium geometry. The level of theory is wB97M-V/def2-TZVPD.

Cartesian coordinates (Å):
Sc (-0.08409, 0.94578, -0.51982)
Br (0.81315, -4.33333, 6.21013)
C (0.55686, -2.40757, 6.26618)
C (1.50356, -1.61093, 6.78922)
C (1.26539, -0.24087, 6.97358)
C (0.07773, 0.31426, 6.55392)
C (-0.92867, -0.56703, 6.12102)
C (-0.72737, -1.92529, 5.92926)
N (-0.19046, 1.63363, 6.97636)
N (-0.48618, 2.54476, 6.11615)
C (-0.54635, 2.35134, 4.66965)
C (-1.77992, 2.70818, 4.21180)
C (-2.12567, 2.64526, 2.88639)
C (-1.12737, 2.26468, 2.00159)
O (-1.24695, 2.08416, 0.68537)
C (0.17290, 1.97428, 2.46375)
N (1.10707, 1.50775, 1.52751)
C (2.26846, 1.04690, 1.91696)
C (2.68801, 1.14946, 3.27193)
C (1.81495, 1.61992, 4.17424)
C (0.49710, 1.99519, 3.81943)
H (2.42711, -2.02951, 7.13266)
H (2.02208, 0.38955, 7.43628)
H (-1.93947, -0.13891, 5.95659)
H (-1.52481, -2.63691, 5.60517)
H (-2.40350, 3.23207, 4.95192)
H (-3.16964, 2.86153, 2.59380)
H (2.99193, 0.81664, 1.14305)
H (3.75349, 0.92956, 3.54074)
H (2.08122, 1.73365, 5.18814)
N (-2.13206, -0.98096, -3.04495)
P (-0.48125, -1.03060, -2.59394)
C (-0.47009, -2.73151, -1.90175)
C (0.56912, -3.61810, -2.22203)
C (0.53188, -4.91883, -1.76185)
C (-0.51508, -5.32202, -0.91077)
C (-1.42579, -4.34688, -0.47559)
C (-1.38661, -3.07146, -0.92614)
C (0.17453, -1.33254, -4.25161)
C (-0.32941, -2.33209, -4.99011)
C (0.01242, -2.49230, -6.34324)
C (0.79947, -1.53348, -6.97043)
C (1.35544, -0.50203, -6.18221)
C (0.99927, -0.35615, -4.82788)
C (-3.07339, -0.36841, -2.25577)
C (-4.42828, -0.58072, -2.46673)
C (-5.34273, 0.17659, -1.75289)
C (-4.92621, 1.07182, -0.85775)
C (-3.62867, 1.05599, -0.57300)
N (-2.68090, 0.35722, -1.21392)
H (-2.50847, -1.39849, -3.87041)
H (1.33361, -3.33285, -2.97610)
H (1.20924, -5.60538, -2.12563)
H (-0.68148, -6.39566, -0.70164)
H (-2.13829, -4.60660, 0.29947)
H (-2.08520, -2.33971, -0.50343)
H (-0.95350, -3.05535, -4.51880)
H (-0.37812, -3.28759, -6.92652)
H (1.11159, -1.58350, -8.00107)
H (1.96288, 0.25190, -6.73843)
H (1.31559, 0.51721, -4.29197)
H (-4.66609, -1.44552, -3.10061)
H (-6.41036, 0.00918, -1.93165)
H (-5.58287, 1.68351, -0.28055)
H (-3.19045, 1.60840, 0.20296)
N (-0.10653, -2.71184, 2.46599)
C (-1.44858, -3.15684, 2.72290)
C (-1.66527, -4.39267, 3.28172)
C (-2.96291, -4.81676, 3.68566)
C (-4.02282, -3.94908, 3.37627)
C (-3.75263, -2.70219, 2.79720)
C (-2.51368, -2.29120, 2.48420)
S (-2.18699, -0.59948, 1.98770)
N (-0.72757, -0.85214, 1.06515)
C (0.09514, -1.79271, 1.41627)
C (1.44139, -1.92250, 0.69722)
C (2.39431, -2.87516, 1.04001)
C (3.54579, -2.98688, 0.28063)
C (3.71912, -2.16086, -0.78773)
C (2.71573, -1.23136, -1.08022)
N (1.63827, -1.09951, -0.33591)
H (0.66448, -3.37674, 2.63225)
H (-0.85582, -5.08446, 3.42573)
H (-3.11742, -5.77035, 4.20829)
H (-5.02784, -4.15469, 3.73348)
H (-4.65137, -2.00048, 2.73871)
H (2.37143, -3.61651, 1.88725)
H (4.29356, -3.70045, 0.56381)
H (4.57188, -2.31663, -1.39373)
H (2.80205, -0.58769, -1.93987)
C (2.58249, 6.50349, -1.10204)
C (2.31844, 5.11132, -0.71832)
C (1.99880, 4.87833, 0.73365)
O (1.10275, 4.73228, -1.41817)
P (1.00474, 3.45534, -2.31875)
S (2.13276, 1.99081, -1.54256)
S (-0.84172, 2.61363, -2.37311)
O (1.62373, 4.06722, -3.69194)
C (1.19590, 3.63954, -5.03794)
C (0.65107, 4.81375, -5.79342)
C (2.36983, 3.00929, -5.75522)
H (3.56008, 6.88382, -0.66034)
H (1.79738, 7.16903, -0.70455)
H (2.65473, 6.61369, -2.14425)
H (3.14781, 4.43845, -0.98666)
H (1.05111, 5.47648, 0.92107)
H (2.82225, 5.27299, 1.29839)
H (1.88495, 3.78580, 0.98980)
H (0.47891, 2.86606, -4.97405)
H (1.38330, 5.57323, -6.03598)
H (-0.29285, 5.26636, -5.51257)
H (0.39569, 4.45850, -6.80045)
H (3.04284, 3.73821, -6.20202)
H (2.04157, 2.41826, -6.59966)
H (2.95951, 2.35207, -5.12992)

The HOMO energy comes out at -9.8 eV. Its LUMO energy is -3.038 eV. The charge is +1. The value obtained for the total energy is -212503.634 eV. Its molar mass is 1090.99 u. The value obtained for the HOMO-LUMO gap is 6.8 eV.

***

2.
This record from OMol25 describes a molecular structure, C50H49ClN7O16PSi2 in a non-equilibrium geometry. The level of theory is wB97M-V/def2-TZVPD.

Cartesian coordinates (Å):
O (-2.99470, -2.10308, 9.43413)
P (-4.72949, -2.41381, 9.63170)
Cl (-5.76013, -0.84473, 8.59073)
Si (-5.12612, -4.35167, 8.64466)
O (-4.65569, -4.30647, 6.94898)
Si (-3.85848, -5.83707, 6.47382)
C (-2.18243, -5.30594, 5.62062)
C (-1.74691, -6.34353, 4.38979)
C (-2.21418, -5.55361, 2.99164)
C (-1.31916, -4.22581, 2.59305)
C (-1.75831, -3.37691, 1.25197)
C (-3.06025, -3.93999, 0.41027)
C (-3.95021, -5.26836, 0.80770)
C (-3.51656, -6.11164, 2.15772)
H (-2.71897, -1.58283, 10.25198)
H (-4.35785, -5.41466, 9.27867)
H (-6.58894, -4.59328, 8.65688)
H (-4.79951, -6.46375, 5.51514)
H (-3.60766, -6.68927, 7.63395)
H (-2.39771, -4.21462, 5.18764)
H (-1.32804, -5.18876, 6.42124)
H (-2.26704, -7.39166, 4.46460)
H (-0.57567, -6.55518, 4.37402)
H (-0.41510, -3.91728, 3.30139)
H (-1.14123, -2.41047, 0.98908)
H (-3.37463, -3.32233, -0.54339)
H (-4.88549, -5.66646, 0.19785)
H (-4.08231, -7.06575, 2.57238)
C (-2.39213, 3.16471, -1.06870)
C (-1.24134, 3.13049, -1.85777)
C (-0.33935, 2.07192, -1.73429)
C (-0.60323, 1.04589, -0.81647)
C (-1.75386, 1.08167, -0.01758)
C (-2.64711, 2.14692, -0.14800)
N (0.32818, -0.08256, -0.70011)
O (1.34439, -0.06827, -1.41062)
O (0.04322, -0.98655, 0.09842)
H (-3.09533, 3.98929, -1.17256)
H (-1.04880, 3.92819, -2.57203)
H (0.55285, 2.05983, -2.35653)
H (-1.96850, 0.29458, 0.70226)
H (-3.54469, 2.18222, 0.46547)
C (-0.76144, 9.32547, -1.55336)
C (-1.79135, 9.40680, -0.61486)
C (-2.78477, 8.42637, -0.57928)
C (-2.73427, 7.36154, -1.48941)
C (-1.70574, 7.28154, -2.43766)
C (-0.71944, 8.26953, -2.46541)
N (-3.76143, 6.31415, -1.44044)
O (-4.66539, 6.43062, -0.59960)
O (-3.66374, 5.37173, -2.23940)
H (0.01403, 10.08931, -1.57356)
H (-1.81807, 10.23362, 0.09170)
H (-3.58064, 8.50404, 0.15823)
H (-1.65711, 6.46330, -3.15310)
H (0.08483, 8.21472, -3.19574)
C (4.14720, 0.68448, -2.72623)
C (3.87060, 2.02181, -3.01464)
C (4.90218, 2.88471, -3.38967)
C (6.21239, 2.39440, -3.47749)
C (6.49408, 1.05416, -3.18105)
C (5.45455, 0.20143, -2.80434)
N (7.29722, 3.29028, -3.89584)
O (7.01069, 4.47360, -4.13111)
O (8.43616, 2.81147, -3.99386)
H (3.33868, 0.01411, -2.43970)
H (2.84936, 2.39121, -2.95008)
H (4.67020, 3.92415, -3.61126)
H (7.50706, 0.66160, -3.24035)
H (5.66255, -0.84138, -2.57514)
C (-1.06163, 10.68212, 5.90781)
C (0.19726, 10.25192, 5.48557)
C (0.60392, 10.46545, 4.16708)
C (-0.26029, 11.11788, 3.27700)
C (-1.52766, 11.54394, 3.69615)
C (-1.92435, 11.32225, 5.01644)
N (0.17137, 11.36801, 1.89657)
O (1.29224, 10.95898, 1.55886)
O (-0.60750, 11.97720, 1.14938)
H (-1.37206, 10.51841, 6.93836)
H (0.86343, 9.75242, 6.18577)
H (1.58812, 10.12424, 3.85358)
H (-2.21033, 12.04710, 3.01458)
H (-2.90504, 11.65196, 5.35229)
C (-1.88166, -8.62903, -3.28940)
C (-1.60796, -8.31715, -1.95675)
C (-2.54025, -8.61797, -0.96190)
C (-3.74700, -9.23816, -1.31388)
C (-4.02764, -9.54538, -2.65191)
C (-3.08873, -9.23713, -3.63837)
N (-4.72018, -9.58005, -0.26961)
O (-4.44342, -9.27483, 0.89999)
O (-5.76037, -10.15774, -0.61645)
H (-1.14922, -8.39764, -4.06089)
H (-0.66560, -7.84189, -1.69282)
H (-2.31193, -8.36857, 0.07204)
H (-4.96228, -10.02219, -2.93972)
H (-3.29596, -9.47439, -4.67953)
C (10.28500, 3.06820, 0.84679)
C (9.25509, 3.14953, 1.78529)
C (8.26166, 2.16910, 1.82087)
C (8.31217, 1.10426, 0.91074)
C (9.34070, 1.02427, -0.03751)
C (10.32700, 2.01225, -0.06526)
N (7.28501, 0.05688, 0.95971)
O (6.38105, 0.17334, 1.80055)
O (7.38270, -0.88555, 0.16075)
H (11.06047, 3.83203, 0.82659)
H (9.22837, 3.97634, 2.49185)
H (7.46580, 2.24677, 2.55838)
H (9.38933, 0.20602, -0.75296)
H (11.13127, 1.95744, -0.79559)
C (0.11273, -5.45951, -8.64285)
C (0.38643, -5.14762, -7.31020)
C (-0.54586, -5.44845, -6.31535)
C (-1.75261, -6.06864, -6.66733)
C (-2.03325, -6.37586, -8.00536)
C (-1.09435, -6.06761, -8.99182)
N (-2.72579, -6.41053, -5.62306)
O (-2.44904, -6.10531, -4.45346)
O (-3.76599, -6.98822, -5.96990)
H (0.84516, -5.22813, -9.41435)
H (1.32878, -4.67237, -7.04627)
H (-0.31754, -5.19905, -5.28141)
H (-2.96790, -6.85267, -8.29317)
H (-1.30158, -6.30487, -10.03298)

The HOMO energy comes out at -7.9 eV. Its LUMO energy is -1.123 eV. The value obtained for the total energy is -133375.692 eV. Its molar mass is 1126.57 u. The value obtained for the HOMO-LUMO gap is 6.8 eV.